Record 1
Molecular formula: C3H5NO4
Method: DFT, wB97M-V/def2-TZVPD

Each line ends with the Löwdin charge.
CARTESIAN COORDINATES (ANGSTROEM)
1 C -1.06 -0.51 -0.48  -0.403
2 N 0.32 -0.62 -1.01  0.149
3 C 1.09 -0.26 0.06  -0.528
4 C -1.02 1.09 0.32  -0.175
5 O 2.16 0.49 -0.21  0.178
6 O -1.33 -1.39 0.44  -0.108
7 O 0.96 -0.84 1.18  0.096
8 O -0.70 2.12 -0.20  0.054
9 H 2.69 0.60 0.59  0.149
10 H -0.23 -1.31 1.16  0.175
11 H 0.52 -0.10 -1.85  0.149
12 H -1.79 -0.32 -1.28  0.146
13 H -1.61 1.04 1.27  0.118

Calculated values
Relative energy (zero: lowest compared OMol25 entry of this formula, charge and spin) in kJ/mol: 255.94
Kohn-Sham gap in eV: 8.75
Lowest unoccupied orbital energy in eV: 0.222
Electronic energy in Ha: -472.97196
HOMO energy in eV: -8.53
Multiplicity: 1
Strongest force on any atom in eV/A: 3.666

***

Record 2
Molecular formula: C3H10N3S
Method: DFT, wB97M-V/def2-TZVPD

Each line ends with the Löwdin charge.
CARTESIAN COORDINATES (ANGSTROEM)
1 C -1.34 -0.80 0.44  -0.438
2 C 1.06 1.05 -1.61  -0.205
3 C 2.32 0.35 -2.18  -0.041
4 N 0.22 0.48 -0.83  -0.347
5 N -0.74 0.66 2.04  0.040
6 N -2.06 -1.70 1.11  0.124
7 S 0.18 -1.10 -0.35  1.010
8 H -1.56 0.54 2.66  0.086
9 H -1.80 0.11 0.24  0.065
10 H 1.02 2.16 -1.73  0.130
11 H 2.15 -0.69 -1.86  0.033
12 H 3.20 0.77 -1.72  0.080
13 H 2.41 0.32 -3.24  0.072
14 H 0.02 0.35 2.59  0.040
15 H -0.48 1.64 1.74  0.100
16 H -3.00 -1.56 1.42  0.130
17 H -1.60 -2.58 1.27  0.122

Calculated values
Relative energy (zero: lowest compared OMol25 entry of this formula, charge and spin) in kJ/mol: 199.79
Kohn-Sham gap in eV: 9.82
Lowest unoccupied orbital energy in eV: -3.606
Electronic energy in Ha: -682.46440
HOMO energy in eV: -13.43
Multiplicity: 1
Total charge: +1
Strongest force on any atom in eV/A: 2.794

***

Record 3
Molecular formula: C30H39ClCoI2N7O5PS
Method: DFT, wB97M-V/def2-TZVPD

Each line ends with the Löwdin charge.
CARTESIAN COORDINATES (ANGSTROEM)
1 Co 0.94 -0.41 -0.98  0.651
2 I 0.10 3.77 -4.51  0.799
3 C -1.30 4.31 -3.02  -1.183
4 I -0.46 4.48 -1.08  0.767
5 H -2.07 3.54 -2.98  -0.064
6 H -1.72 5.27 -3.27  -0.047
7 N 2.90 1.20 6.08  0.109
8 C 2.41 0.39 5.06  -0.339
9 C 1.17 0.65 4.48  -0.042
10 C 0.68 -0.17 3.49  -0.060
11 C 1.41 -1.28 3.08  -0.288
12 C 2.65 -1.55 3.65  -0.055
13 C 3.14 -0.72 4.64  -0.027
14 S 0.78 -2.31 1.81  0.613
15 O 1.28 -3.64 2.01  -0.281
16 O -0.64 -2.09 1.74  -0.310
17 N 1.37 -1.71 0.42  -0.133
18 C 2.67 -1.79 0.03  -0.431
19 N 3.69 -2.32 0.68  0.162
20 C 4.87 -2.21 0.07  -0.097
21 C 5.06 -1.58 -1.15  -0.038
22 C 3.95 -1.01 -1.74  -0.079
23 N 2.76 -1.13 -1.16  0.061
24 H 2.52 2.13 6.12  0.091
25 H 3.90 1.19 6.21  0.087
26 H 0.59 1.51 4.81  0.113
27 H -0.28 0.03 3.03  0.100
28 H 3.20 -2.42 3.32  0.106
29 H 4.11 -0.93 5.09  0.114
30 H 5.71 -2.65 0.59  0.115
31 H 6.04 -1.50 -1.60  0.104
32 H 3.99 -0.44 -2.66  0.130
33 O -0.85 0.04 -0.51  -0.295
34 P -2.27 -0.36 -0.83  0.582
35 N -2.60 -1.96 -0.68  -0.175
36 C -1.74 -2.88 -1.44  -0.192
37 C -2.42 -4.23 -1.23  -0.160
38 C -2.85 -4.14 0.23  -0.156
39 C -3.28 -2.68 0.41  -0.190
40 N -2.55 0.04 -2.39  -0.187
41 C -1.48 0.37 -3.35  -0.200
42 C -2.24 0.66 -4.63  -0.186
43 C -3.41 -0.32 -4.56  -0.164
44 C -3.81 -0.30 -3.08  -0.182
45 N -3.37 0.44 0.09  -0.154
46 C -3.50 1.89 -0.21  -0.198
47 C -3.26 2.58 1.13  -0.189
48 C -3.84 1.58 2.12  -0.166
49 C -3.39 0.24 1.56  -0.186
50 H -0.72 -2.90 -1.04  0.101
51 H -1.70 -2.58 -2.49  0.110
52 H -1.75 -5.07 -1.43  0.114
53 H -3.28 -4.31 -1.89  0.112
54 H -2.00 -4.35 0.88  0.108
55 H -3.66 -4.84 0.48  0.110
56 H -2.97 -2.33 1.39  0.077
57 H -4.36 -2.55 0.30  0.117
58 H -0.81 -0.49 -3.50  0.114
59 H -0.86 1.19 -2.99  0.058
60 H -1.62 0.55 -5.51  0.112
61 H -2.61 1.69 -4.61  0.094
62 H -3.08 -1.32 -4.84  0.111
63 H -4.24 -0.05 -5.21  0.110
64 H -4.20 -1.25 -2.74  0.109
65 H -4.56 0.47 -2.88  0.111
66 H -4.51 2.10 -0.59  0.116
67 H -2.78 2.21 -0.96  0.067
68 H -3.72 3.57 1.18  0.112
69 H -2.19 2.70 1.29  0.090
70 H -4.93 1.64 2.12  0.114
71 H -3.50 1.73 3.15  0.112
72 H -4.07 -0.56 1.83  0.102
73 H -2.39 -0.03 1.92  0.097
74 Cl 5.64 2.14 3.12  0.652
75 C 4.70 2.07 1.66  -0.652
76 C 3.34 1.86 1.74  -0.083
77 C 2.60 1.78 0.57  -0.020
78 C 3.22 1.91 -0.67  -0.148
79 C 4.59 2.16 -0.73  -0.018
80 C 5.34 2.23 0.43  -0.094
81 C 2.45 1.74 -1.97  -0.632
82 O 2.97 2.05 -3.03  0.022
83 O 1.26 1.23 -1.85  -0.180
84 H 2.86 1.74 2.70  0.086
85 H 1.53 1.63 0.62  0.109
86 H 5.05 2.27 -1.70  0.122
87 H 6.40 2.41 0.40  0.104

Calculated values
Relative energy (zero: lowest compared OMol25 entry of this formula, charge and spin) in kJ/mol: 45.23
Kohn-Sham gap (spin up / spin down) in eV: 8.30 / 8.29
Lowest unoccupied orbital energy (spin up / spin down) in eV: 0.076 / 0.076
Electronic energy in Ha: -5104.12331
HOMO energy (spin up / spin down) in eV: -8.23 / -8.21
Multiplicity: 2
Strongest force on any atom in eV/A: 0.730

***

Record 4
Molecular formula: C4H9FN2
Method: DFT, wB97M-V/def2-TZVPD

Each line ends with the Löwdin charge.
CARTESIAN COORDINATES (ANGSTROEM)
1 C 0.99 -0.83 -0.19  -0.242
2 C 0.03 -0.02 0.67  -0.289
3 C -1.54 0.84 -0.47  -0.148
4 C -1.45 -0.40 0.42  -0.271
5 H 2.70 -0.31 0.77  0.058
6 H 2.44 0.61 -0.55  0.057
7 H 0.65 -0.82 -1.21  0.106
8 H 1.01 -1.89 0.13  0.129
9 H 0.36 -0.03 1.71  0.136
10 H 0.37 1.73 -0.48  0.099
11 H -2.43 1.49 -0.38  0.111
12 H -1.41 0.58 -1.52  0.116
13 H -2.09 -0.34 1.31  0.151
14 N 2.37 -0.34 -0.19  0.001
15 N -0.31 1.34 0.18  -0.004
16 F -1.68 -1.61 -0.20  -0.011

Calculated values
Relative energy (zero: lowest compared OMol25 entry of this formula, charge and spin) in kJ/mol: 114.06
Kohn-Sham gap in eV: 10.27
SMILES: NC[C@H]1NC[C@H]1F
Lowest unoccupied orbital energy in eV: 1.059
Electronic energy in Ha: -367.14712
HOMO energy in eV: -9.21
Multiplicity: 1
Strongest force on any atom in eV/A: 0.814

***

Record 5
Molecular formula: C3H3Cl2NS
Method: DFT, wB97M-V/def2-TZVPD

Each line ends with the Löwdin charge.
CARTESIAN COORDINATES (ANGSTROEM)
1 C 0.67 1.20 -0.58  -0.018
2 C -0.13 2.09 -0.72  0.007
3 C -0.86 -2.55 -0.18  -1.178
4 N -1.04 -1.24 0.12  -0.628
5 S -2.38 -0.33 -0.16  0.511
6 Cl 0.72 -3.28 -0.01  0.616
7 Cl -2.10 -3.36 -1.06  0.636
8 H 1.25 0.31 -0.40  0.023
9 H -0.66 2.89 -0.69  -0.039
10 H -0.31 -0.82 0.71  0.070

Calculated values
Relative energy (zero: lowest compared OMol25 entry of this formula, charge and spin) in kJ/mol: 345.28
Kohn-Sham gap (spin up / spin down) in eV: 7.53 / 7.52
SMILES: [S-][NH+]=C(Cl)Cl.C#C
Lowest unoccupied orbital energy (spin up / spin down) in eV: -0.569 / -0.571
Electronic energy in Ha: -1489.28237
HOMO energy (spin up / spin down) in eV: -8.09 / -8.09
Multiplicity: 1
Strongest force on any atom in eV/A: 6.358

***

Record 6
Molecular formula: C5H7N3
Method: DFT, wB97M-V/def2-TZVPD

Each line ends with the Löwdin charge.
CARTESIAN COORDINATES (ANGSTROEM)
1 C 0.31 0.33 -2.65  -0.020
2 C 0.94 -0.60 -0.30  -0.038
3 C 0.37 -0.52 0.91  -0.100
4 C -0.07 -0.42 2.46  -0.067
5 C -0.73 0.30 0.71  -0.414
6 H -0.74 0.57 -2.87  0.080
7 H 1.02 1.06 -3.01  0.068
8 H 0.63 -0.56 -3.20  0.070
9 H 1.94 -0.79 -0.74  0.125
10 H 0.65 0.04 3.17  0.108
11 H -0.31 -1.38 2.84  0.085
12 H -2.01 0.71 2.43  0.154
13 N 0.05 0.04 -1.19  -0.218
14 N -1.07 0.56 1.98  0.044
15 N -0.99 0.64 -0.56  0.122

Calculated values
Relative energy (zero: lowest compared OMol25 entry of this formula, charge and spin) in kJ/mol: 421.85
Kohn-Sham gap in eV: 8.75
Lowest unoccupied orbital energy in eV: 1.028
Electronic energy in Ha: -358.85770
HOMO energy in eV: -7.72
Multiplicity: 1
Strongest force on any atom in eV/A: 4.016

***

Question: The highest strongest force on any atom belongs to which entry?
Answer: C3H3Cl2NS